Run P
{
  "formula": "C4H9N3",
  "method": "ωB97M-V/def2-TZVPD",
  "homo_ev": -19.83,
  "orbital_gap_ha": 0.385,
  "smiles": "C=[NH+]C[N+](C)=C=N",
  "charge": 2,
  "symbols": ["C", "C", "C", "C", "N", "N", "N", "H", "H", "H", "H", "H", "H", "H", "H", "H"],
  "xyz": [[-1.706, -0.853, -0.250], [0.308, 0.048, 0.764], [-1.418, 1.441, -0.270], [2.327, -1.155, 0.141], [-2.526, -1.709, -0.284], [-0.991, 0.139, 0.029], [1.376, -0.453, -0.230], [0.502, 1.081, 1.071], [0.225, -0.594, 1.623], [-2.287, 1.343, -0.900], [-1.609, 2.021, 0.643], [-0.582, 1.900, -0.861], [2.379, -1.892, 1.018], [3.152, -1.298, -0.553], [-2.987, -2.545, -0.541], [1.339, -0.017, -1.117]],
  "lowdin_charge": [-0.0512, 0.0410, 0.0157, 0.2025, 0.4219, -0.1171, 0.1131, 0.1641, 0.1567, 0.1235, 0.1384, 0.1373, 0.1865, 0.1468, 0.1488, 0.1719]
}

***

Run Q
{
  "formula": "C4H9N3",
  "method": "ωB97M-V/def2-TZVPD",
  "homo_ev": [-18.96, -18.96],
  "orbital_gap_ha": [0.232, 0.232],
  "charge": 2,
  "symbols": ["C", "C", "C", "C", "N", "N", "N", "H", "H", "H", "H", "H", "H", "H", "H", "H"],
  "xyz": [[2.133, -0.250, 0.695], [0.865, -2.054, -0.123], [1.308, 1.424, -0.495], [-2.308, 0.650, 0.650], [2.244, 1.000, 0.499], [1.064, -0.799, -0.061], [0.358, 0.247, -0.665], [2.712, -0.804, 1.290], [0.056, -2.679, -0.708], [1.517, -2.633, 0.367], [0.683, 2.257, -0.340], [1.765, 1.685, -1.514], [-1.791, -0.182, 0.770], [-2.459, 1.526, 1.401], [-2.892, 0.606, -0.210], [-0.036, 0.227, -1.624]],
  "lowdin_charge": [-0.0143, 0.2352, -0.1229, 0.6108, 0.1847, -0.0875, 0.0818, 0.1255, 0.1940, 0.0834, 0.1125, 0.1790, -0.0054, 0.1683, 0.0718, 0.1831]
}

***

Most stable = run P